No. 1
59
Properties=species:S:1:pos:R:3:forces:R:3 method="wB97M-V/def2-TZVPD" gap_ev="4.49 / 6.06" de_lowest_ev=2.6886 charge=-1 homo_ha="-0.089 / -0.153"
Ni -0.188403 0.246733 -0.361663 0.07 -0.83 0.48
Br -7.500128 2.566108 0.398626 0.00 -0.01 0.00
C -5.638599 2.441812 0.010721 -0.11 0.27 -0.03
C -4.922612 3.605779 -0.226360 0.37 -0.28 -0.05
C -3.564946 3.469649 -0.499710 -0.42 0.38 0.16
C -2.946742 2.236353 -0.547196 0.76 -0.62 -0.15
O -1.584685 2.169874 -0.781619 -0.59 0.03 0.02
C -3.665274 1.033897 -0.324896 -0.84 0.97 -0.31
C -3.213074 -0.309952 -0.400431 1.74 -1.04 -0.01
N -1.974454 -0.751304 -0.619881 -1.34 2.31 0.27
C -1.768710 -2.098106 -0.736568 0.33 -1.93 -0.61
C -2.730147 -3.110178 -0.669731 0.54 0.59 -0.05
C -2.379450 -4.462686 -0.794596 0.00 -0.33 0.03
C -1.089990 -4.868774 -0.996614 0.04 0.37 0.06
C -0.071920 -3.885149 -1.088290 -0.09 -0.12 0.05
C 1.287092 -4.204172 -1.303671 0.19 -0.14 -0.08
C 2.217790 -3.207976 -1.388926 -0.14 -0.01 0.07
C 1.795888 -1.874248 -1.255525 -0.11 0.06 -0.02
N 0.539473 -1.550355 -1.049010 -0.08 0.64 0.16
C -0.403645 -2.523097 -0.962699 -0.50 0.01 0.01
C -5.045381 1.208065 -0.032076 0.41 -0.25 -0.01
H -5.391694 4.576633 -0.201360 0.00 -0.04 0.00
H -2.990582 4.366964 -0.688388 0.01 -0.07 0.00
H -4.016502 -1.026860 -0.261564 0.07 -0.05 0.21
H -3.772362 -2.871826 -0.527021 -0.04 0.00 0.03
H -3.167046 -5.204120 -0.729276 -0.02 -0.01 0.01
H -0.832367 -5.915179 -1.088650 -0.01 -0.03 0.00
H 1.572534 -5.245163 -1.398129 0.00 -0.02 0.01
H 3.265435 -3.421228 -1.549243 0.05 -0.05 -0.02
H 2.499833 -1.054221 -1.293786 0.04 -0.04 0.03
H -5.640216 0.322938 0.147170 0.01 0.02 0.02
N 0.466740 0.757174 2.618992 0.13 -0.38 -0.01
C 0.128587 0.653338 3.913495 -0.07 -0.04 0.09
C -0.978330 -0.167017 3.973547 0.03 0.07 -0.04
C -1.223430 -0.521647 2.635011 0.09 0.00 0.02
N -0.329898 0.034036 1.834217 -0.03 0.41 -0.29
H 1.275250 1.186406 2.158673 -0.10 0.05 -0.11
H 0.684673 1.163562 4.679106 0.03 0.03 0.09
H -1.529907 -0.458281 4.848490 -0.05 -0.02 0.09
H -1.997814 -1.141645 2.215730 -0.14 -0.05 0.01
C -0.258503 4.183208 -0.702230 0.08 -0.06 -0.13
C -1.053749 3.229459 -1.529719 -0.11 0.24 -0.06
O -1.256755 3.301974 -2.702726 0.02 -0.04 0.10
H -0.190901 5.130996 -1.230913 0.02 0.04 0.00
H 0.742006 3.762944 -0.561691 -0.01 -0.04 0.03
H -0.712463 4.305212 0.280153 -0.01 0.02 0.01
C 5.777166 -1.448759 0.725412 0.02 0.03 0.01
C 5.302374 -0.147671 0.143157 -0.02 -0.06 0.03
C 6.157078 0.716783 -0.527388 0.06 -0.04 0.01
C 5.575368 1.867257 -1.033539 0.05 0.04 -0.08
N 4.293017 2.152802 -0.915791 0.15 0.07 -0.23
C 3.531930 1.255410 -0.259757 -0.68 0.22 0.39
S 1.857668 1.652813 -0.013531 -0.02 0.02 -0.16
N 4.013308 0.122250 0.286313 0.09 -0.27 -0.02
H 6.836958 -1.415615 0.978096 0.03 0.00 0.01
H 5.628782 -2.255139 0.004193 -0.01 -0.02 -0.02
H 5.191903 -1.688123 1.610606 0.00 -0.01 0.02
H 7.211308 0.508740 -0.642787 0.05 0.00 0.00
H 6.178517 2.599302 -1.564745 0.04 0.03 -0.02

***

No. 2
14
Properties=species:S:1:pos:R:3:forces:R:3 method="wB97M-V/def2-TZVPD" gap_ev=8.11 de_lowest_ev=2.4777 homo_ha=-0.285
C 1.125907 1.410242 -1.067090 -0.56 -1.38 -2.19
N 0.300996 -1.827574 -0.149519 2.69 -2.37 1.78
N -0.831234 0.072031 2.081297 1.69 -2.46 1.20
O -0.781436 -1.295343 -0.771145 -0.98 3.92 0.32
O -0.569363 1.118750 1.217058 -0.10 0.81 -1.94
Si -0.595563 0.925521 -0.441269 0.49 -4.85 -0.66
H 1.982314 0.710330 -1.009967 -1.13 -0.76 0.32
H 1.121475 1.616910 -2.188756 -0.12 0.57 1.59
H 1.503301 2.126770 -0.404145 0.27 2.04 0.44
H 0.090616 -2.218337 0.866926 0.19 0.26 -2.92
H 0.743364 -2.600775 -0.762279 -1.24 1.39 1.51
H -1.787994 -0.153660 2.132324 -1.70 0.33 -0.25
H -0.407738 -0.824793 1.726957 -0.23 1.65 0.26
H -1.894646 0.939927 -1.230392 0.74 0.84 0.54

***

No. 3
17
Properties=species:S:1:pos:R:3:forces:R:3 method="wB97M-V/def2-TZVPD" gap_ev=10.39 de_lowest_ev=2.4997 smiles=C[C@]12C[C@@H]3[C@H](C1)[C@@H]32 homo_ha=-0.342
C 1.614077 -1.120210 -0.088742 0.04 -0.03 -0.09
C 0.344100 -0.319211 -0.007880 0.29 -0.20 0.03
C 0.289475 0.744701 1.112172 0.07 -0.04 0.20
C -0.667021 1.511033 0.238135 -0.06 0.16 0.18
C -1.548681 0.465095 -0.435768 -0.19 -0.05 -0.14
C -1.054024 -0.960986 -0.078228 0.03 -0.10 0.03
C -0.185595 0.783810 -0.992814 0.19 0.10 -0.28
H 1.740582 -1.700266 0.835320 -0.03 0.05 -0.17
H 1.633758 -1.813556 -0.934265 -0.02 0.06 0.05
H 2.472875 -0.444604 -0.170078 -0.06 -0.14 -0.04
H -0.042852 0.445928 2.113023 0.03 -0.07 -0.09
H 1.256813 1.255720 1.165750 -0.11 -0.08 0.10
H -0.998689 2.531856 0.422338 0.02 -0.25 -0.39
H -2.455457 0.834690 -0.914572 0.08 -0.52 0.20
H -1.353568 -1.619695 0.755636 -0.32 0.67 0.04
H -1.133152 -1.560718 -0.993596 0.10 0.06 0.11
H 0.087360 0.966421 -2.026436 -0.06 0.40 0.25

***

No. 4
46
Properties=species:S:1:pos:R:3:forces:R:3 method="wB97M-V/def2-TZVPD" gap_ev="9.95 / 2.87" de_lowest_ev=3.2438 multiplicity=2 charge=+2 homo_ha="-0.603 / -0.603"
O 3.359815 0.955124 1.283956 -3.27 -0.91 0.59
H 0.502874 2.891300 0.945217 1.30 -0.78 -0.45
H 2.492911 1.408718 0.801102 2.23 -0.66 1.34
O -2.611467 -0.635049 -3.334834 0.99 0.80 -0.43
H -1.542757 3.917966 0.678228 1.72 -0.39 0.87
H -1.783250 -0.105480 -3.629384 -1.19 -0.53 0.76
O 1.241152 2.328225 0.524649 3.52 3.82 10.35
H -1.728772 -4.087743 -1.179724 -1.62 -4.81 3.70
H 2.575533 -0.855229 -1.458105 -4.37 -3.57 -6.22
O 0.017869 -0.601721 -2.774265 -1.03 0.75 -1.47
H -0.709132 -2.215436 3.477344 0.18 -0.10 1.65
H 0.052510 -0.839084 -3.719007 -0.34 1.08 -0.80
O 1.953826 -2.449351 1.833217 1.74 0.42 -0.07
H 2.466086 -3.176397 1.453856 -0.77 0.07 0.03
H 1.018279 -2.498924 1.715173 -0.99 -1.06 -0.23
O -1.537037 -3.411003 -1.701576 0.78 3.72 -4.74
H 1.197407 0.477521 3.425496 0.25 0.58 0.14
H 0.904180 2.098765 -0.190322 -4.62 -3.38 -10.51
O 1.732170 -0.191492 2.959847 -1.68 -0.07 -2.35
H -4.323132 0.267152 -1.683187 -3.44 -3.52 -2.74
H -1.668609 -1.854511 2.320863 2.43 -1.03 0.53
O -1.351574 0.166299 0.950704 1.17 -1.10 4.38
H -2.289318 -1.123550 -2.540915 0.07 -0.09 0.18
H -1.302204 -0.072414 0.091290 0.07 -0.60 -4.28
O -0.768869 -2.298572 2.546597 -2.45 1.22 -2.22
H -1.234690 -2.718386 -1.159177 0.74 1.11 1.36
H -2.382351 2.220993 -2.117188 2.83 0.52 1.84
O 0.871351 -3.015922 -2.905364 -0.08 -3.36 0.99
H 4.053152 -0.364946 -1.132411 -2.11 -0.55 -0.25
O -0.734714 3.878001 1.279991 -2.11 -5.64 -4.26
H -0.776107 4.647470 1.676750 0.10 6.30 3.47
H 2.626652 0.451009 2.336324 -0.38 -0.14 -0.67
O -3.856820 0.850569 -1.211478 4.25 1.82 2.37
H -1.869981 0.923059 1.062284 -1.18 1.76 -0.10
H -4.356189 1.635586 -1.100472 -1.09 1.33 0.07
O -1.447986 2.364905 -1.650865 -2.87 -0.74 -2.28
H 1.017723 -0.591496 2.270780 2.57 1.14 2.11
H -0.898784 2.400555 -2.452301 0.28 0.34 0.47
O 3.093316 -0.509937 -0.879850 6.60 3.93 6.12
H 3.378655 0.036364 0.902652 0.18 1.06 -0.19
H 0.042890 2.807543 4.070289 3.03 -1.02 -1.83
O 0.892326 2.434209 3.560198 -2.41 1.89 0.81
H 1.189604 3.140593 2.920062 -0.57 -1.05 1.30
H 0.558362 -1.381949 -2.685853 1.12 -1.95 1.90
H 0.267280 -3.738129 -2.451915 1.21 2.36 -1.29
H 1.667819 -3.565206 -3.128674 -0.78 1.01 0.08

***

No. 5
25
Properties=species:S:1:pos:R:3:forces:R:3 method="wB97M-V/def2-TZVPD" gap_ev=3.21 charge=+1 homo_ha=-0.370
C -0.935739 -2.515720 -0.735426 0.37 0.33 0.00
C -0.788864 -2.049080 -2.332411 0.83 0.14 0.37
C -0.115300 -0.522357 -2.425120 6.30 -0.86 0.21
O 1.245161 -0.512934 -2.353546 -8.88 0.62 -0.41
O -0.886871 0.715985 -2.618465 1.63 -2.27 2.11
C -1.304057 1.315445 -1.333621 -1.55 1.54 0.95
C -0.092931 1.523346 -0.247985 0.68 -0.66 -0.24
N -0.448926 2.374906 0.953360 2.65 -2.98 2.10
P 0.781865 1.870240 2.194105 -1.90 0.88 -2.07
C 0.185806 0.197697 2.956912 -0.65 -0.81 0.03
O 2.293421 1.549341 1.331677 0.67 -0.46 1.58
H -1.760913 -3.354749 -0.674059 1.66 1.89 0.06
H -1.177816 -1.574760 -0.054299 0.12 -2.11 -1.41
H 0.091180 -2.952315 -0.314472 -2.24 0.95 -1.18
H 0.038035 -2.783694 -2.781223 -1.98 1.93 0.70
H -1.799813 -2.140841 -2.914330 1.98 0.36 1.22
H -2.236522 0.706735 -0.904941 2.27 1.12 -0.65
H -1.740033 2.404390 -1.555738 1.09 -2.49 0.11
H 0.197611 0.455175 0.174756 -0.24 1.92 -1.52
H 0.808389 2.045007 -0.789192 -1.45 -1.38 0.59
H 0.828175 -0.158079 3.869098 -1.05 0.94 -1.77
H 0.224940 -0.611023 2.111748 -0.02 1.49 1.41
H -0.933861 0.304601 3.292214 2.19 -0.04 -0.66
H 2.976077 1.447307 2.076018 -2.89 -0.81 -1.99
Yb 4.550987 2.265376 3.074941 0.42 0.77 0.46

***

No. 6
13
Properties=species:S:1:pos:R:3:forces:R:3 method="wB97M-V/def2-TZVPD" gap_ev=3.62 de_lowest_ev=6.0915 homo_ha=-0.352
S 1.709389 0.285544 1.717597 0.39 -0.17 -0.48
S -0.330712 -0.719459 -1.839816 0.46 0.62 0.30
H 1.725273 -0.013634 3.019388 -0.11 -0.22 0.18
H -0.399891 -1.715377 -2.722665 0.00 -0.41 -0.04
H 1.961090 -0.089868 -1.611467 -0.14 0.02 -0.52
H 2.829111 0.014901 -0.453969 0.53 -0.22 1.25
O 2.832284 0.236968 -1.368856 -0.11 0.20 -0.86
H -1.072170 2.094436 1.147206 0.15 0.37 0.07
H -0.237841 0.814273 1.376570 -0.59 0.47 -0.08
O -1.111470 1.142579 1.078957 -0.02 -0.40 -0.12
H -1.853498 -0.755247 -0.226285 -0.56 0.22 0.31
H -3.330671 -0.357169 -0.281329 -0.17 0.34 -0.23
O -2.720894 -0.937946 0.164668 0.18 -0.82 0.22